Record 1
37
Properties=species:S:1:pos:R:3 method="wB97M-V/def2-TZVPD" energy_ev=-20940.7715 homo_lumo_gap_ev=9.43 e_above_lowest_kj_mol=362.4 smiles="C=C/C=C/CC.O.O.O.O.O.O.O"
C -1.811 2.314 1.314
C -2.084 1.057 0.952
C -1.256 -0.110 1.028
C -1.476 -1.288 1.677
C -0.384 -2.304 1.674
C 0.821 -1.780 2.629
H -0.848 2.678 1.498
H -2.603 3.148 1.383
H -3.110 0.892 0.608
H -0.239 0.064 0.674
H -2.447 -1.352 2.275
H -0.656 -3.394 1.940
H -0.044 -2.393 0.697
H 1.177 -0.841 2.406
H 1.593 -2.543 2.499
H 0.437 -1.574 3.665
O -0.957 -2.372 -1.557
H -1.595 -1.770 -1.897
H -1.273 -2.607 -0.655
O 3.434 -0.588 -2.120
H 3.286 -1.252 -1.354
H 3.549 0.108 -1.483
O 2.116 0.334 0.609
H 2.143 1.127 1.227
H 2.281 0.812 -0.209
O 1.382 2.702 0.011
H 0.506 3.158 0.065
H 1.366 2.468 -0.937
O -1.497 0.314 -2.332
H -0.576 0.278 -2.582
H -1.317 0.117 -1.430
O 0.722 -0.785 -2.331
H 0.296 -1.611 -1.940
H 1.421 -0.637 -1.663
O -0.722 2.862 -1.899
H -0.635 2.728 -2.892
H -0.999 2.042 -1.552

=====

Record 2
86
Properties=species:S:1:pos:R:3 method="wB97M-V/def2-TZVPD" energy_ev=-276253.4443 homo_lumo_gap_ev=7.80 charge=+1 e_above_lowest_kj_mol=0.0
Zn 1.251 0.246 -1.993
C 0.237 0.662 2.111
C -0.060 0.279 0.660
O 1.045 0.146 -0.176
H -0.661 1.125 2.519
H 1.195 1.152 2.250
H 0.269 -0.273 2.684
H -0.774 0.995 0.218
H -0.593 -0.691 0.673
Br 1.656 -5.444 1.978
C 1.338 -3.535 1.974
C 2.216 -2.798 2.967
Br 3.864 -2.255 2.142
H 0.274 -3.386 2.142
H 1.518 -3.164 0.967
H 2.398 -3.423 3.835
H 1.690 -1.899 3.282
O -0.800 -0.115 -2.477
S -2.012 0.554 -2.906
O -1.937 1.369 -4.074
O -3.121 -0.509 -3.112
C -3.211 -1.090 -4.440
C -3.942 -2.417 -4.341
C -2.725 1.483 -1.614
H -2.246 -1.134 -4.955
H -3.765 -0.407 -5.090
H -4.975 -2.181 -4.073
H -3.593 -3.017 -3.500
H -3.926 -2.972 -5.273
H -1.982 2.120 -1.147
H -3.232 0.819 -0.914
H -3.540 2.036 -2.078
O 1.386 -1.765 -2.324
S 1.205 -2.827 -3.299
O 1.233 -2.474 -4.679
O 2.251 -3.919 -2.973
C 3.613 -3.694 -3.473
C 4.031 -4.905 -4.290
C -0.250 -3.746 -2.925
H 4.270 -3.469 -2.638
H 3.600 -2.818 -4.125
H 3.750 -4.740 -5.331
H 3.490 -5.796 -3.976
H 5.105 -5.060 -4.245
H -0.743 -3.945 -3.873
H -0.891 -3.241 -2.210
H 0.074 -4.701 -2.515
O 0.948 2.318 -2.208
S 1.155 3.741 -2.313
O -0.002 4.548 -2.131
O 2.295 4.191 -1.378
C 2.498 3.624 -0.050
C 3.639 2.634 -0.026
C 1.861 4.155 -3.867
H 1.570 3.216 0.350
H 2.784 4.478 0.562
H 4.556 2.959 -0.515
H 3.302 1.708 -0.491
H 3.883 2.392 1.008
H 2.732 3.541 -4.067
H 2.078 5.218 -3.857
H 1.044 3.932 -4.553
C 0.803 4.266 3.774
C 1.654 4.475 4.771
C 1.242 4.302 6.183
O 1.993 4.457 7.116
C -0.205 4.033 6.414
C -1.080 3.943 5.419
C -0.630 3.931 3.998
O -1.389 3.790 3.067
H 1.143 4.383 2.756
H 2.647 4.866 4.578
H -0.482 3.762 7.427
H -2.078 3.543 5.556
C -2.700 -2.649 2.826
C -2.222 -1.647 3.561
C -2.896 -0.367 3.891
O -2.344 0.567 4.418
C -4.311 -0.344 3.440
C -4.780 -1.268 2.597
C -4.067 -2.544 2.275
O -4.660 -3.425 1.704
H -2.058 -3.505 2.668
H -1.192 -1.803 3.875
H -4.930 0.523 3.640
H -5.785 -1.121 2.220

=====

Record 3
11
Properties=species:S:1:pos:R:3 method="wB97M-V/def2-TZVPD" energy_ev=-32591.3875 homo_lumo_gap_ev="6.37 / 6.37" e_above_lowest_kj_mol=310.6
C 1.909 0.681 0.136
O -0.044 -2.740 0.130
P -0.667 -1.813 -0.782
P 0.101 0.145 0.269
S -0.654 1.644 -0.715
H 1.997 1.373 1.061
H 2.563 -0.117 0.088
H 1.941 1.294 -0.774
H -2.872 0.177 0.555
H -1.917 -1.428 -0.239
H -2.357 0.784 0.271

=====

Record 4
76
Properties=species:S:1:pos:R:3 method="wB97M-V/def2-TZVPD" energy_ev=-80761.2118 homo_lumo_gap_ev=6.55
C 4.428 -2.745 4.497
C 3.828 -1.370 4.390
Cl 2.551 -1.090 5.563
C 4.200 -0.463 3.544
Cl 5.492 -0.825 2.412
C 3.571 0.941 3.430
C 4.018 1.732 4.701
O 2.183 0.736 3.320
C 1.470 1.668 2.531
C 1.839 1.609 1.031
C 1.798 0.180 0.439
N 2.874 -0.002 -0.544
C 1.663 3.152 2.968
C 0.678 4.158 2.316
C -0.140 4.812 3.395
F 0.565 5.250 4.460
C -1.464 4.935 3.441
F -2.215 5.554 2.588
F -2.144 4.451 4.445
C -0.043 1.257 2.724
O -0.618 1.875 3.871
N -0.872 1.388 1.557
C -1.580 0.161 1.213
C -2.619 -0.297 2.303
C -3.936 -0.671 1.632
F -4.585 0.510 1.284
H 3.746 -3.510 4.122
H 5.422 -2.794 4.062
H 4.538 -2.939 5.570
H 4.041 1.393 2.553
H 4.277 2.746 4.380
H 3.259 1.745 5.478
H 4.954 1.294 5.050
H 1.245 2.296 0.438
H 2.877 1.947 0.886
H 0.858 0.131 -0.124
H 1.742 -0.596 1.213
H 3.738 0.443 -0.252
H 3.077 -0.993 -0.631
H 2.671 3.430 2.641
H 1.668 3.191 4.059
H 0.073 3.751 1.511
H 1.294 4.954 1.874
H -0.003 0.180 2.955
H -0.026 1.645 4.604
H -1.504 2.179 1.624
H -2.057 0.194 0.230
H -0.839 -0.641 1.153
H -2.721 0.489 3.055
H -2.189 -1.173 2.800
H -3.700 -1.220 0.716
H -4.565 -1.250 2.310
O -0.667 0.124 -5.422
C -1.017 -0.564 -4.487
C -0.156 -1.658 -3.973
C -0.541 -2.415 -2.949
C -1.846 -2.198 -2.277
O -2.194 -2.890 -1.341
C -2.705 -1.106 -2.792
C -2.321 -0.347 -3.815
H 0.793 -1.801 -4.474
H 0.072 -3.218 -2.559
H -3.655 -0.962 -2.290
H -2.935 0.454 -4.203
O -2.001 -4.993 -9.513
C -2.444 -4.127 -8.790
C -3.256 -4.463 -7.593
C -3.743 -3.512 -6.801
C -3.496 -2.076 -7.080
O -3.939 -1.209 -6.355
C -2.685 -1.739 -8.275
C -2.198 -2.691 -9.067
H -3.425 -5.516 -7.406
H -4.338 -3.736 -5.924
H -2.516 -0.686 -8.460
H -1.603 -2.466 -9.943

=====

Record 5
14
Properties=species:S:1:pos:R:3 method="wB97M-V/def2-TZVPD" energy_ev=-20105.8257 homo_lumo_gap_ev=8.35 e_above_lowest_kj_mol=339.2 smiles="N[C@@H]1C=CN(O)C1=S"
N 1.389 0.117 -1.536
C 0.839 -0.414 -0.251
C -0.401 -1.281 -0.411
C -1.470 -0.683 0.138
N -1.044 0.461 0.718
O -1.827 1.213 1.557
C 0.256 0.703 0.553
S 0.957 2.006 1.266
H 1.721 -0.633 -2.167
H 2.156 0.775 -1.429
H 1.560 -0.946 0.371
H -0.409 -2.265 -0.914
H -2.553 -0.913 0.197
H -1.174 1.860 1.909

=====

Record 6
18
Properties=species:S:1:pos:R:3 method="wB97M-V/def2-TZVPD" energy_ev=-25758.9062 homo_lumo_gap_ev=9.28 e_above_lowest_kj_mol=498.3
C -4.022 -1.301 0.320
C -2.715 -1.235 0.276
C 0.105 -0.543 1.319
C 2.251 -0.163 -0.983
C -0.276 1.457 -1.019
Si 1.032 0.710 0.141
Cl -1.825 1.748 -0.168
H -4.542 -1.592 1.232
H -4.625 -0.968 -0.616
H -0.478 0.735 -1.835
H 0.959 -1.076 1.709
H -0.300 0.134 2.092
H -0.575 -1.221 0.719
H 3.200 0.363 -0.833
H 2.429 -1.172 -0.726
H 1.871 -0.132 -1.990
H -0.003 2.453 -1.474
H 1.952 1.755 0.518

=====

Please write out number 1 again, unchanged.
37
Properties=species:S:1:pos:R:3 method="wB97M-V/def2-TZVPD" energy_ev=-20940.7715 homo_lumo_gap_ev=9.43 e_above_lowest_kj_mol=362.4 smiles="C=C/C=C/CC.O.O.O.O.O.O.O"
C -1.811 2.314 1.314
C -2.084 1.057 0.952
C -1.256 -0.110 1.028
C -1.476 -1.288 1.677
C -0.384 -2.304 1.674
C 0.821 -1.780 2.629
H -0.848 2.678 1.498
H -2.603 3.148 1.383
H -3.110 0.892 0.608
H -0.239 0.064 0.674
H -2.447 -1.352 2.275
H -0.656 -3.394 1.940
H -0.044 -2.393 0.697
H 1.177 -0.841 2.406
H 1.593 -2.543 2.499
H 0.437 -1.574 3.665
O -0.957 -2.372 -1.557
H -1.595 -1.770 -1.897
H -1.273 -2.607 -0.655
O 3.434 -0.588 -2.120
H 3.286 -1.252 -1.354
H 3.549 0.108 -1.483
O 2.116 0.334 0.609
H 2.143 1.127 1.227
H 2.281 0.812 -0.209
O 1.382 2.702 0.011
H 0.506 3.158 0.065
H 1.366 2.468 -0.937
O -1.497 0.314 -2.332
H -0.576 0.278 -2.582
H -1.317 0.117 -1.430
O 0.722 -0.785 -2.331
H 0.296 -1.611 -1.940
H 1.421 -0.637 -1.663
O -0.722 2.862 -1.899
H -0.635 2.728 -2.892
H -0.999 2.042 -1.552